{"formula": "C40H51N3O26S3", "method": "wB97M-V/def2-TZVPD", "elements": ["O", "N", "O", "C", "C", "C", "C", "C", "C", "H", "H", "H", "H", "H", "O", "N", "O", "C", "C", "C", "C", "C", "C", "H", "H", "H", "H", "H", "O", "N", "O", "C", "C", "C", "C", "C", "C", "H", "H", "H", "H", "H", "O", "S", "O", "O", "C", "C", "O", "H", "H", "H", "H", "O", "S", "O", "O", "C", "C", "O", "H", "H", "H", "H", "O", "S", "O", "O", "C", "C", "O", "H", "H", "H", "H", "O", "C", "C", "C", "C", "O", "H", "H", "H", "H", "H", "H", "O", "C", "C", "C", "C", "O", "H", "H", "H", "H", "H", "H", "O", "C", "C", "C", "C", "O", "H", "H", "H", "H", "H", "H", "O", "C", "C", "C", "C", "O", "H", "H", "H", "H", "H", "H"], "positions_angstrom": [[1.22, -5.34, -6.33], [0.76, -4.34, -5.83], [0.69, -4.09, -4.65], [0.26, -3.32, -6.77], [0.68, -3.31, -8.09], [0.14, -2.38, -8.96], [-0.74, -1.41, -8.49], [-1.18, -1.43, -7.16], [-0.69, -2.42, -6.33], [1.34, -4.08, -8.47], [0.41, -2.40, -10.01], [-1.10, -0.61, -9.12], [-1.90, -0.72, -6.77], [-1.05, -2.57, -5.32], [-1.17, -1.05, -3.45], [-1.61, -0.99, -2.31], [-2.78, -0.91, -2.04], [-0.61, -0.91, -1.24], [0.74, -0.92, -1.57], [1.70, -0.88, -0.58], [1.29, -0.86, 0.75], [-0.05, -0.84, 1.12], [-0.99, -0.93, 0.09], [1.06, -0.87, -2.60], [2.72, -0.66, -0.83], [2.05, -0.78, 1.52], [-0.32, -0.80, 2.16], [-2.02, -0.90, 0.43], [2.87, -4.12, -0.55], [3.87, -3.45, -0.37], [4.54, -3.46, 0.64], [4.27, -2.57, -1.45], [3.68, -2.75, -2.71], [3.96, -1.83, -3.72], [4.69, -0.68, -3.46], [5.35, -0.58, -2.24], [5.12, -1.49, -1.23], [2.93, -3.49, -2.90], [3.59, -1.94, -4.73], [4.83, 0.09, -4.20], [5.95, 0.32, -2.14], [5.61, -1.31, -0.28], [-7.91, 1.27, -3.53], [-7.60, -0.02, -2.96], [-7.96, -1.25, -3.60], [-6.02, -0.06, -2.57], [-5.84, -0.70, -1.34], [-7.12, -0.43, -0.49], [-8.14, -0.07, -1.42], [-5.70, -1.78, -1.39], [-4.94, -0.32, -0.85], [-7.10, 0.17, 0.41], [-7.37, -1.45, -0.18], [5.46, 1.94, 3.11], [4.70, 1.80, 1.90], [5.13, 0.89, 0.90], [3.14, 1.46, 2.24], [2.25, 2.31, 1.51], [3.03, 3.63, 1.37], [4.40, 3.30, 1.37], [1.88, 1.99, 0.54], [1.42, 2.55, 2.18], [2.84, 4.33, 2.18], [2.77, 4.03, 0.39], [-0.11, 0.06, 4.78], [-0.50, -0.20, 6.14], [-0.99, -1.48, 6.54], [0.73, 0.17, 7.14], [0.33, 0.80, 8.36], [-1.18, 1.12, 8.16], [-1.34, 1.01, 6.75], [0.39, 0.11, 9.20], [0.91, 1.70, 8.50], [-1.26, 2.18, 8.39], [-1.93, 0.52, 8.66], [3.16, 1.92, -1.67], [2.29, 2.34, -2.40], [2.04, 2.03, -3.84], [1.56, 3.40, -4.32], [0.83, 3.99, -3.14], [1.54, 3.37, -2.02], [2.95, 1.80, -4.39], [1.32, 1.20, -3.89], [2.39, 4.00, -4.68], [0.88, 3.32, -5.18], [0.97, 5.07, -3.06], [-0.21, 3.71, -3.01], [-5.20, 2.37, -0.28], [-4.02, 2.60, -0.36], [-3.41, 4.00, -0.30], [-1.93, 3.70, 0.03], [-1.78, 2.18, -0.09], [-3.09, 1.64, -0.37], [-3.48, 4.48, -1.28], [-4.05, 4.55, 0.38], [-1.36, 4.14, -0.79], [-1.64, 4.05, 1.01], [-1.10, 1.88, -0.88], [-1.51, 1.82, 0.90], [-4.64, -1.74, 1.82], [-4.51, -1.02, 2.76], [-4.30, 0.50, 2.80], [-3.76, 0.72, 4.19], [-4.25, -0.48, 4.99], [-4.36, -1.53, 4.01], [-3.72, 0.77, 1.92], [-5.29, 0.95, 2.65], [-2.67, 0.67, 4.11], [-3.94, 1.69, 4.65], [-3.52, -0.85, 5.70], [-5.18, -0.39, 5.56], [6.20, -2.88, 3.89], [5.17, -2.47, 4.36], [3.77, -3.01, 4.11], [2.94, -1.80, 4.53], [3.83, -1.15, 5.61], [5.17, -1.38, 5.16], [3.69, -3.36, 3.08], [3.65, -3.83, 4.82], [2.92, -1.09, 3.70], [1.90, -1.97, 4.81], [3.72, -0.06, 5.60], [3.60, -1.48, 6.62]], "multiplicity": 1, "orbital_gap_ev": 9.0, "smiles": "O=[N+]([O-])c1ccccc1.O=[N+]([O-])c1ccccc1.O=[N+]([O-])c1ccccc1.O=S1(=O)OCCO1.O=S1(=O)OCCO1.O=S1(=O)OCCO1.O=C1CCCO1.O=C1CCCO1.O=C1CCCO1.O=C1CCCO1"}


{"formula": "C40H51N6NaO4S2", "method": "wB97M-V/def2-TZVPD", "elements": ["Na", "C", "C", "C", "C", "C", "C", "N", "C", "C", "N", "C", "C", "O", "O", "C", "C", "C", "C", "C", "C", "N", "C", "C", "N", "C", "C", "O", "O", "H", "H", "H", "H", "H", "H", "H", "H", "H", "H", "H", "H", "H", "H", "H", "H", "H", "H", "H", "H", "H", "H", "H", "H", "H", "H", "H", "H", "H", "H", "H", "H", "H", "H", "H", "H", "H", "H", "H", "S", "C", "C", "C", "C", "C", "C", "N", "C", "C", "C", "C", "C", "C", "C", "C", "N", "C", "C", "C", "C", "C", "S", "C", "H", "H", "H", "H", "H", "H", "H", "H", "H", "H", "H", "H"], "positions_angstrom": [[0.24, -0.63, -1.27], [0.81, 3.05, -0.84], [0.31, 2.56, 0.52], [1.49, 2.45, 1.51], [2.69, 1.51, 1.21], [3.36, 1.26, 2.56], [3.71, 2.11, 0.24], [2.18, 0.24, 0.62], [3.14, -0.86, 0.43], [2.51, -2.14, -0.14], [1.95, -2.00, -1.47], [2.95, -1.53, -2.42], [2.78, 0.00, -2.56], [3.63, 0.66, -3.15], [1.71, 0.45, -2.03], [1.05, -3.07, -1.89], [1.72, -4.16, -2.74], [-0.33, -2.66, -2.49], [-0.62, -1.66, -3.65], [0.53, -1.37, -4.61], [-1.74, -2.33, -4.49], [-1.03, -0.35, -3.08], [-2.44, 0.00, -3.14], [-2.89, 1.25, -2.34], [-1.28, 0.82, -0.47], [-2.15, -0.26, -0.02], [-1.38, -1.34, 0.79], [-1.98, -1.95, 1.67], [-0.20, -1.51, 0.40], [1.71, 3.63, -0.68], [0.10, 3.72, -1.31], [1.04, 2.24, -1.51], [-0.32, 3.38, 0.93], [1.08, 2.15, 2.47], [1.90, 3.46, 1.64], [3.61, 2.22, 3.02], [4.27, 0.69, 2.48], [2.67, 0.75, 3.23], [3.90, 3.15, 0.46], [3.37, 2.03, -0.79], [4.66, 1.58, 0.32], [1.36, -0.08, 1.21], [1.86, 0.47, -0.35], [3.58, -1.13, 1.39], [3.93, -0.52, -0.24], [1.71, -2.45, 0.53], [3.31, -2.91, -0.12], [2.81, -1.98, -3.40], [3.97, -1.78, -2.11], [0.76, -3.55, -0.95], [1.82, -3.88, -3.78], [1.13, -5.07, -2.69], [2.71, -4.38, -2.34], [-0.94, -2.33, -1.65], [-0.74, -3.62, -2.80], [1.01, -2.28, -4.95], [1.27, -0.73, -4.14], [0.15, -0.85, -5.49], [-1.32, -3.21, -4.97], [-2.11, -1.67, -5.27], [-2.57, -2.65, -3.86], [-0.50, 0.38, -3.54], [-3.01, -0.86, -2.77], [-2.77, 0.17, -4.18], [-3.87, 1.01, -1.91], [-3.05, 2.07, -3.04], [-2.50, -0.80, -0.88], [-3.03, 0.07, 0.55], [-5.11, 4.39, -0.45], [-5.17, 5.61, -1.65], [-4.08, 5.59, -2.46], [-3.17, 4.56, -2.12], [-3.57, 3.82, -1.04], [-2.85, 2.76, -0.36], [-1.99, 1.83, -1.22], [-0.46, 1.31, 0.61], [-1.18, 1.22, 1.83], [-2.43, 1.81, 1.97], [-3.19, 1.55, 3.14], [-2.77, 0.67, 4.09], [-1.52, 0.02, 3.95], [-1.07, -0.98, 4.83], [0.12, -1.63, 4.59], [0.86, -1.21, 3.47], [0.49, -0.26, 2.65], [-0.71, 0.34, 2.83], [0.66, -2.67, 5.43], [1.46, -3.71, 5.06], [1.89, -4.50, 6.15], [1.40, -4.05, 7.34], [0.40, -2.67, 7.15], [-3.03, 2.67, 0.98], [-6.01, 6.27, -1.68], [-3.91, 6.29, -3.26], [-2.24, 4.41, -2.64], [-1.24, 2.43, -1.74], [-4.15, 2.03, 3.24], [-3.39, 0.43, 4.94], [-1.69, -1.26, 5.67], [1.82, -1.67, 3.26], [1.72, -3.92, 4.04], [2.52, -5.36, 6.05], [1.59, -4.44, 8.32], [-3.76, 3.35, 1.40]], "multiplicity": 1, "orbital_gap_ev": 7.2, "e_above_lowest_kcal_mol": 28.27}


{"formula": "C40H52FN8O7PSY", "method": "wB97M-V/def2-TZVPD", "elements": ["Y", "C", "C", "C", "C", "C", "C", "C", "C", "C", "H", "H", "H", "H", "H", "H", "H", "H", "H", "H", "H", "H", "C", "C", "O", "C", "C", "C", "N", "N", "C", "O", "C", "C", "C", "C", "C", "C", "H", "H", "H", "H", "H", "H", "H", "H", "H", "H", "H", "H", "O", "P", "N", "C", "C", "C", "C", "N", "C", "C", "C", "C", "N", "C", "C", "C", "C", "H", "H", "H", "H", "H", "H", "H", "H", "H", "H", "H", "H", "H", "H", "H", "H", "H", "H", "H", "H", "H", "H", "H", "H", "F", "C", "C", "N", "C", "C", "O", "O", "C", "O", "N", "C", "O", "H", "H", "H", "H", "S", "C", "N"], "positions_angstrom": [[-0.35, -0.08, -0.71], [3.04, -0.95, 3.34], [1.62, -0.45, 3.39], [0.56, -1.33, 3.63], [-0.75, -0.89, 3.59], [-1.91, -1.82, 3.81], [-0.99, 0.46, 3.32], [0.03, 1.36, 3.09], [-0.28, 2.81, 2.82], [1.34, 0.89, 3.13], [3.29, -1.27, 2.33], [3.17, -1.83, 3.98], [3.74, -0.18, 3.66], [0.77, -2.38, 3.79], [-2.36, -2.11, 2.86], [-2.68, -1.35, 4.42], [-1.58, -2.73, 4.32], [-2.02, 0.81, 3.31], [0.44, 3.47, 3.33], [-1.28, 3.06, 3.18], [-0.23, 3.02, 1.75], [2.17, 1.58, 2.95], [2.44, 3.41, 0.29], [2.00, 2.11, -0.31], [0.74, 1.85, -0.23], [2.94, 1.25, -0.87], [2.53, 0.02, -1.45], [3.31, -1.23, -1.16], [1.46, -0.10, -2.20], [1.11, 1.05, -2.97], [-0.11, 1.46, -3.05], [-1.13, 1.14, -2.29], [-0.42, 2.37, -4.21], [-1.70, 2.89, -4.33], [-2.02, 3.73, -5.40], [-1.06, 4.05, -6.34], [0.22, 3.53, -6.22], [0.54, 2.69, -5.17], [2.10, 3.49, 1.32], [3.52, 3.54, 0.25], [1.97, 4.22, -0.27], [3.99, 1.44, -0.67], [4.37, -0.97, -1.15], [3.07, -1.65, -0.19], [3.13, -1.98, -1.93], [-2.44, 2.61, -3.60], [-3.03, 4.12, -5.48], [-1.31, 4.70, -7.17], [0.97, 3.77, -6.96], [1.53, 2.27, -5.06], [-2.45, 0.22, 0.26], [-3.93, 0.09, 0.09], [-4.64, 0.07, 1.58], [-5.86, -0.67, 1.97], [-6.46, 0.16, 3.11], [-5.28, 0.99, 3.63], [-4.57, 1.34, 2.34], [-4.56, -1.19, -0.71], [-4.42, -2.58, -0.21], [-4.97, -3.40, -1.36], [-4.46, -2.67, -2.60], [-4.52, -1.20, -2.21], [-4.45, 1.40, -0.74], [-3.63, 2.61, -0.95], [-4.58, 3.56, -1.70], [-5.74, 2.68, -2.17], [-5.85, 1.67, -1.04], [-5.59, -1.67, 2.33], [-6.55, -0.79, 1.14], [-6.91, -0.47, 3.88], [-7.23, 0.83, 2.72], [-4.63, 0.38, 4.26], [-5.59, 1.87, 4.20], [-3.54, 1.66, 2.46], [-5.11, 2.13, 1.81], [-5.00, -2.72, 0.69], [-2.49, -2.69, -0.59], [-6.06, -3.41, -1.32], [-4.61, -4.43, -1.28], [-5.05, -2.87, -3.49], [-3.43, -2.97, -2.82], [-5.44, -0.74, -2.59], [-3.67, -0.63, -2.60], [-2.73, 2.36, -1.50], [-3.32, 3.05, 0.00], [-4.07, 4.06, -2.53], [-4.95, 4.34, -1.03], [-5.49, 2.16, -3.09], [-6.67, 3.24, -2.32], [-6.38, 0.75, -1.31], [-6.38, 2.10, -0.17], [-1.80, -8.19, 0.00], [-1.53, -6.99, 0.55], [-0.69, -6.13, -0.03], [-0.42, -4.90, 0.54], [0.41, -3.97, -0.26], [1.05, -2.89, 0.61], [2.01, -3.18, 1.30], [0.58, -1.71, 0.42], [-0.95, -4.47, 1.70], [-3.09, -2.92, 0.14], [-1.79, -5.40, 2.24], [-2.18, -6.67, 1.80], [-2.96, -7.37, 2.41], [-0.22, -6.36, -0.98], [-0.21, -3.53, -1.03], [1.21, -4.54, -0.71], [-2.23, -5.14, 3.11], [-1.32, -1.99, -4.78], [-1.25, -1.85, -3.17], [-1.23, -1.72, -2.00]], "multiplicity": 1, "orbital_gap_ev": 6.8, "charge": -1, "e_above_lowest_kcal_mol": 70.38}


{"formula": "C40H52FN8O7PSY", "method": "wB97M-V/def2-TZVPD", "elements": ["Y", "C", "C", "C", "C", "C", "C", "C", "C", "C", "H", "H", "H", "H", "H", "H", "H", "H", "H", "H", "H", "H", "C", "C", "O", "C", "C", "C", "N", "N", "C", "O", "C", "C", "C", "C", "C", "C", "H", "H", "H", "H", "H", "H", "H", "H", "H", "H", "H", "H", "O", "P", "N", "C", "C", "C", "C", "N", "C", "C", "C", "C", "N", "C", "C", "C", "C", "H", "H", "H", "H", "H", "H", "H", "H", "H", "H", "H", "H", "H", "H", "H", "H", "H", "H", "H", "H", "H", "H", "H", "H", "F", "C", "C", "N", "C", "C", "O", "O", "C", "O", "N", "C", "O", "H", "H", "H", "H", "S", "C", "N"], "positions_angstrom": [[0.94, -0.41, 0.23], [3.47, 1.71, -3.96], [1.99, 1.85, -3.73], [1.15, 0.75, -3.94], [-0.21, 0.83, -3.68], [-1.09, -0.36, -3.88], [-0.72, 2.03, -3.19], [0.09, 3.13, -2.96], [-0.45, 4.39, -2.34], [1.44, 3.03, -3.25], [3.69, 1.45, -4.99], [3.89, 0.93, -3.32], [3.99, 2.65, -3.73], [1.57, -0.19, -4.28], [-0.66, -1.23, -3.37], [-1.22, -0.60, -4.94], [-2.08, -0.18, -3.45], [-1.78, 2.09, -2.95], [-0.23, 5.26, -2.96], [0.02, 4.54, -1.37], [-1.53, 4.33, -2.21], [2.09, 3.87, -3.03], [2.25, -2.88, -3.13], [1.58, -2.79, -1.79], [0.87, -1.70, -1.58], [1.70, -3.75, -0.85], [1.01, -3.42, 0.42], [-0.47, -3.63, 0.46], [1.58, -2.86, 1.43], [2.98, -2.90, 1.48], [3.60, -1.96, 0.86], [3.07, -1.01, 0.15], [5.09, -1.95, 0.99], [5.75, -2.76, 1.91], [7.13, -2.72, 2.01], [7.87, -1.88, 1.20], [7.22, -1.07, 0.28], [5.84, -1.10, 0.17], [1.51, -2.79, -3.93], [2.79, -3.82, -3.26], [2.95, -2.05, -3.24], [2.35, -4.61, -0.96], [-0.66, -4.71, 0.43], [-0.94, -3.19, -0.42], [-0.91, -3.23, 1.37], [5.15, -3.40, 2.54], [7.63, -3.35, 2.74], [8.95, -1.85, 1.28], [7.79, -0.41, -0.36], [5.31, -0.48, -0.54], [-1.35, -0.48, -0.19], [-2.81, -0.46, 0.15], [-3.23, -1.50, 1.35], [-4.55, -2.15, 1.46], [-4.74, -2.36, 2.96], [-3.31, -2.57, 3.45], [-2.54, -1.52, 2.66], [-3.79, -0.93, -1.08], [-3.60, -2.21, -1.78], [-4.80, -2.26, -2.70], [-4.95, -0.81, -3.16], [-4.53, 0.02, -1.93], [-3.24, 1.06, 0.57], [-2.48, 2.27, 0.23], [-2.91, 3.26, 1.30], [-4.37, 2.90, 1.53], [-4.38, 1.37, 1.45], [-4.55, -3.11, 0.94], [-5.34, -1.54, 1.02], [-5.40, -3.19, 3.18], [-5.15, -1.46, 3.42], [-2.96, -3.57, 3.19], [-3.18, -2.43, 4.52], [-1.48, -1.75, 2.54], [-2.60, -0.55, 3.15], [-3.57, -3.03, -1.06], [-2.66, -2.22, -2.34], [-5.68, -2.57, -2.14], [-4.67, -2.96, -3.53], [-5.95, -0.56, -3.49], [-4.26, -0.61, -3.98], [-5.40, 0.40, -1.39], [-3.92, 0.88, -2.22], [-2.76, 2.63, -0.77], [-1.41, 2.07, 0.23], [-2.76, 4.29, 0.99], [-2.34, 3.08, 2.21], [-4.99, 3.31, 0.72], [-4.77, 3.26, 2.48], [-5.32, 0.98, 1.05], [-4.22, 0.93, 2.44], [2.67, 5.14, 4.63], [2.68, 3.90, 4.13], [3.06, 3.66, 2.88], [3.09, 2.38, 2.36], [3.47, 2.18, 0.95], [2.29, 2.60, 0.07], [2.18, 3.78, -0.23], [1.47, 1.66, -0.23], [2.62, 1.30, 3.07], [2.54, 0.18, 2.61], [2.25, 1.59, 4.37], [2.25, 2.82, 5.02], [1.92, 2.94, 6.17], [3.35, 4.45, 2.20], [3.73, 1.13, 0.82], [4.33, 2.82, 0.75], [1.84, 0.82, 4.88], [-1.35, 1.65, 4.45], [-0.65, 0.99, 3.13], [-0.15, 0.51, 2.19]], "multiplicity": 1, "orbital_gap_ev": 7.4, "charge": -1, "e_above_lowest_kcal_mol": 12.40}